No. 1
12
Properties=species:S:1:pos:R:3 method="wB97M-V/def2-TZVPD" total_charge=0 lumo_ha=0.026 e_above_lowest_kj_mol=112.5 gap_ev=11.730 smiles=O.O.O.O multiplicity=1
O -0.16733 -0.39953 -0.55388
H 0.71415 -0.12932 -0.83490
H -0.30778 -1.24214 -1.00029
O 2.29539 -2.49987 0.15060
H 2.33029 -2.69602 1.09362
H 2.07143 -3.34435 -0.25645
O 1.69110 3.27969 0.02454
H 2.62142 3.13290 -0.18025
H 1.67664 4.14981 0.43887
O -4.36729 0.07955 0.01762
H -3.55340 -0.29929 0.36843
H -5.00462 -0.03142 0.73209



No. 2
12
Properties=species:S:1:pos:R:3 method="wB97M-V/def2-TZVPD" total_charge=0 lumo_ha=0.016 e_above_lowest_kj_mol=101.0 gap_ev=11.508 smiles=O.O.O.O multiplicity=1
O -2.67790 1.30661 -3.66188
H -1.76870 1.00979 -3.62269
H -3.13656 0.92022 -2.93239
O 1.75366 2.44438 -1.55859
H 1.23617 3.21851 -1.32607
H 1.19255 1.67664 -1.40491
O 0.67826 -1.86700 3.58702
H 0.34847 -1.28254 4.28998
H 1.64518 -1.85200 3.73188
O -0.05787 -1.71498 0.79622
H 0.74364 -1.93723 0.34953
H 0.04311 -1.92240 1.75189



No. 3
13
Properties=species:S:1:pos:R:3 method="wB97M-V/def2-TZVPD" total_charge=+1 lumo_ha=-0.127 e_above_lowest_kj_mol=59.8 gap_ev=12.147 multiplicity=1
Rb -1.07546 -0.20554 1.02200
O 1.16754 -1.76554 0.96300
H 1.94554 -1.22554 1.00300
H 1.57754 -2.51154 0.50500
O 1.32554 1.40046 1.30300
H 2.11954 1.04346 0.90400
H 1.70754 2.00546 1.88500
O 0.07654 0.22346 -1.44100
H 0.88854 -0.29454 -1.52700
H 0.33354 1.16346 -1.39200
O -3.16446 0.16846 -0.71500
H -3.70146 0.62646 -1.34400
H -3.20046 -0.62854 -1.16600



No. 4
14
Properties=species:S:1:pos:R:3 method="wB97M-V/def2-TZVPD" total_charge=0 lumo_ha="0.018 / -0.055" e_above_lowest_kj_mol=478.7 gap_ev="9.017 / 4.024" multiplicity=1
N 1.43382 -0.43548 -0.84126
N -0.41982 1.62426 -0.10752
N -2.39821 -0.58978 -0.26063
Si 2.77986 -1.03118 0.40271
Si -1.87608 0.98640 0.32146
H 1.88016 -0.17359 -1.72467
H 0.82489 -1.25442 -0.87058
H 0.33019 1.02750 -0.35332
H -0.37375 2.47806 -0.64874
H -3.27917 -0.85635 0.06789
H -1.70794 -1.32078 -0.06933
H 2.88320 0.18037 1.27057
H 2.10332 -2.20800 1.21065
H -2.18048 1.57300 1.60277



No. 5
13
Properties=species:S:1:pos:R:3 method="wB97M-V/def2-TZVPD" total_charge=0 lumo_ha=0.025 e_above_lowest_kj_mol=116.8 gap_ev=10.399 smiles=N.O.O.O multiplicity=1
N 1.12481 1.86591 0.79518
H 1.87967 1.39049 0.39344
H 0.41401 1.13737 0.72947
H 0.93044 2.79717 0.58541
O -0.22455 -1.50695 -2.42052
H -1.11987 -1.38220 -2.17258
H 0.03825 -1.25898 -3.29345
O 2.59485 1.10847 3.28369
H 2.60611 1.90374 2.74683
H 1.76748 1.16008 3.65012
O -3.16548 -2.16649 -1.67794
H -3.17660 -3.07618 -1.66117
H -3.66913 -1.97241 -0.95849



No. 6
13
Properties=species:S:1:pos:R:3 method="wB97M-V/def2-TZVPD" total_charge=+1 lumo_ha=-0.113 e_above_lowest_kj_mol=35.8 gap_ev=13.196 multiplicity=1
O 0.42195 -2.19823 -1.71854
H -0.03206 -3.01468 -1.48414
H 0.86823 -2.34649 -2.55876
O 0.50275 0.27477 2.29104
H 0.19559 -0.11129 3.11701
H 1.01552 1.02324 2.60204
O -0.96816 2.08587 -0.23843
H -0.26735 2.63660 -0.61030
H -1.80415 2.35819 -0.63581
O 0.07159 -0.12866 -0.28597
H 0.40856 -0.26823 0.63622
H -0.50110 0.73380 -0.28894
H 0.15755 -1.00011 -0.78470



No. 7
14
Properties=species:S:1:pos:R:3 method="wB97M-V/def2-TZVPD" total_charge=-1 lumo_ha=0.153 e_above_lowest_kj_mol=77.7 gap_ev=9.217 multiplicity=1
O -0.53235 1.01359 -0.78105
H -0.46122 1.86677 -1.26929
O -2.66817 1.83249 0.68250
H -2.45069 1.63975 1.64840
H -1.87016 1.41410 0.29593
O -1.13980 -1.99809 -0.38046
H -1.05056 -1.37788 0.34683
H -0.62878 -1.60910 -1.13806
O 1.84912 0.31811 -0.59726
H 0.63584 0.56411 -0.80754
H 2.34809 1.11596 -0.42362
O 1.92449 -2.02947 0.76130
H 2.33621 -1.48373 1.45723
H 1.70799 -1.26659 0.20508



No. 8
6
Properties=species:S:1:pos:R:3 method="wB97M-V/def2-TZVPD" total_charge=0 lumo_ha="-0.112 / -0.062" e_above_lowest_kj_mol=205.4 gap_ev="4.698 / 7.677" multiplicity=1
P -0.55862 1.62260 1.75007
S -1.06515 0.24763 0.29661
S 1.26793 2.01903 1.02185
I 2.33366 1.28086 -1.96381
I 1.57692 4.31998 1.47852
H 0.06573 0.49993 -0.45017



No. 9
6
Properties=species:S:1:pos:R:3 method="wB97M-V/def2-TZVPD" total_charge=+1 lumo_ha=-0.243 e_above_lowest_kj_mol=256.1 gap_ev=7.327 multiplicity=1
O -0.48065 0.53299 0.20558
P -4.29168 0.19852 -1.13639
I -2.03228 -0.58036 0.30725
I -5.39551 -1.69817 -0.14110
I -5.00986 2.15330 0.06831
H 0.29691 0.00382 -0.02286



No. 10
4
Properties=species:S:1:pos:R:3 method="wB97M-V/def2-TZVPD" total_charge=-1 lumo_ha="0.142 / 0.142" e_above_lowest_kj_mol=85.1 gap_ev="6.915 / 6.916" multiplicity=1
N 0.90280 0.00392 0.70575
O 0.93051 1.04070 1.37916
I 2.43350 -0.23743 -1.23226
H -0.06943 -0.05647 -0.12824



No. 11
5
Properties=species:S:1:pos:R:3 method="wB97M-V/def2-TZVPD" total_charge=-1 lumo_ha="0.176 / 0.130" e_above_lowest_kj_mol=285.6 gap_ev="8.981 / 6.212" multiplicity=1
N -0.31753 0.25999 -0.39528
N -1.18638 -0.27468 0.08120
O -3.94902 0.51361 0.06918
O -1.41453 -1.52355 0.26115
H -2.68385 0.33180 0.20717



No. 12
6
Properties=species:S:1:pos:R:3 method="wB97M-V/def2-TZVPD" total_charge=-1 lumo_ha="0.183 / 0.184" e_above_lowest_kj_mol=225.2 gap_ev="8.259 / 7.212" multiplicity=1
N 0.69856 1.29879 0.24245
N -0.96592 -0.08141 0.10074
O -2.07594 0.11495 -0.39368
O -0.36773 -1.18622 0.15324
O 1.61023 0.35856 -0.09977
H 1.10081 -0.50468 -0.00298